Entry P
The following is a DFT calculation (ωB97M-V/def2-TZVPD) of a molecular structure, C5H11NOS.

Each line ends with the Mulliken charge.
Element x y z (Å)
1 C -2.12 -1.14 0.53  -0.743
2 C 0.18 -0.23 -0.26  0.540
3 C 1.58 -0.02 -1.01  -0.621
4 C 1.10 -0.91 0.82  -0.572
5 C -0.68 1.99 -0.28  -0.727
6 H -2.78 -2.30 0.12  0.261
7 H -2.77 -0.04 0.56  0.222
8 H -1.55 -1.35 1.63  0.243
9 H 1.63 -0.05 -2.15  0.283
10 H 1.78 0.99 -0.67  0.289
11 H 3.11 -1.21 -0.01  0.211
12 H 0.65 -1.72 1.37  0.325
13 H 1.24 0.10 1.44  0.240
14 H -0.47 2.84 0.52  0.273
15 H -1.78 1.93 -0.69  0.242
16 H 0.00 2.40 -1.17  0.265
17 N 2.12 -1.13 -0.10  -0.385
18 O -0.16 0.94 0.44  -0.293
19 S -1.07 -1.07 -1.07  -0.052

HOMO-LUMO gap: 9.36 eV
highest occupied orbital energy: -8.65 eV
E_LUMO: 0.71 eV

Entry Q
The following is a DFT calculation (ωB97M-V/def2-TZVPD) of a molecular structure, C5H11NOS.

Each line ends with the Mulliken charge.
Element x y z (Å)
1 C -0.37 -0.26 1.09  -1.283
2 C 0.44 0.95 -0.23  1.502
3 C 1.16 -0.10 -1.13  -1.356
4 C 1.34 1.76 0.74  -1.464
5 C -1.56 -1.81 -0.32  -0.786
6 N -1.57 -0.59 0.46  0.094
7 O -0.49 1.47 -0.95  -0.706
8 S -2.58 0.58 -0.01  -0.039
9 H 0.42 -0.94 1.39  0.435
10 H -0.64 0.36 1.86  0.552
11 H 1.17 -1.22 -0.78  0.215
12 H 2.12 0.36 -1.48  0.367
13 H 0.58 -0.15 -2.02  0.390
14 H 0.76 1.85 1.60  0.411
15 H 1.58 2.74 0.20  0.353
16 H 2.22 1.26 0.99  0.372
17 H -1.08 -1.69 -1.26  0.276
18 H -0.94 -2.55 0.28  0.317
19 H -2.57 -2.01 -0.44  0.351

HOMO-LUMO gap: 7.84 eV
highest occupied orbital energy: -8.69 eV
E_LUMO: -0.85 eV

Verdict on stability: entry Q comes out on top.

Entry P
The following is a DFT calculation (ωB97M-V/def2-TZVPD) of 2 unconnected molecules or ions with the total composition CH7N2S.

Each line ends with the Mulliken charge.
Element x y z (Å)
1 S 1.77 1.29 -2.14  -0.810
2 H 2.36 0.34 -1.53  -0.127
3 N -1.10 0.73 -0.16  -0.498
4 C -0.95 -0.60 0.49  -0.400
5 N 0.50 -1.00 0.80  -0.635
6 H -0.81 1.38 0.51  0.202
7 H -0.77 0.88 -1.11  0.227
8 H -1.53 -0.51 1.52  0.246
9 H -1.39 -1.39 -0.05  0.302
10 H 1.11 -0.67 -0.01  0.259
11 H 0.82 -0.45 1.69  0.235

HOMO-LUMO gap: 6.94 eV
highest occupied orbital energy: -2.76 eV
E_LUMO: 4.18 eV
total charge: -1

Entry Q
The following is a DFT calculation (ωB97M-V/def2-TZVPD) of 2 unconnected molecules or ions with the total composition CH7N2S.

Each line ends with the Mulliken charge.
Element x y z (Å)
1 S 0.98 2.46 0.16  -0.870
2 H 1.34 3.01 1.37  -0.020
3 N -0.70 0.19 -0.81  -0.403
4 C -0.63 -1.07 -0.11  -0.170
5 N 0.78 -1.35 0.26  -0.716
6 H -0.36 1.08 -0.35  0.053
7 H -1.49 0.29 -1.42  0.121
8 H -0.96 -1.96 -0.66  0.247
9 H -1.28 -0.99 0.80  0.210
10 H 0.94 -0.84 1.13  0.245
11 H 1.38 -0.81 -0.36  0.303

HOMO-LUMO gap: 7.30 eV
highest occupied orbital energy: -2.96 eV
E_LUMO: 4.34 eV
total charge: -1

Verdict on stability: entry Q comes out on top.

Entry P
The following is a DFT calculation (ωB97M-V/def2-TZVPD) of a molecular structure, C2H5PS2.

Each line ends with the Mulliken charge.
Element x y z (Å)
1 C -0.74 -0.74 0.50  0.058
2 C -0.64 0.61 -0.16  -1.263
3 P 2.37 -0.79 -0.35  -0.009
4 S 0.79 -1.79 0.46  -0.059
5 S -1.72 -1.96 -0.37  -0.182
6 H -1.03 -0.67 1.55  0.352
7 H -1.65 1.02 -0.26  0.369
8 H -0.21 0.52 -1.15  0.367
9 H -0.05 1.30 0.45  0.333
10 H 3.00 -2.01 -0.61  0.034

HOMO-LUMO gap (alpha / beta): 6.24 / 7.69 eV
highest occupied orbital energy (alpha / beta): -8.08 / -9.03 eV
E_LUMO (alpha / beta): -1.84 / -1.34 eV

Entry Q
The following is a DFT calculation (ωB97M-V/def2-TZVPD) of a single C2H5PS2 molecule.

Each line ends with the Mulliken charge.
Element x y z (Å)
1 C -0.72 0.00 0.20  0.140
2 C 1.82 0.69 -0.32  -0.935
3 P -2.28 -1.05 -0.26  -0.012
4 S -0.84 1.48 0.93  -0.279
5 S 0.81 -0.77 -0.21  -0.026
6 H 2.35 0.59 -1.23  0.341
7 H 2.32 0.94 0.63  0.328
8 H 1.24 1.52 -0.38  0.345
9 H -1.82 -2.44 -0.27  0.049
10 H -2.87 -0.94 0.92  0.049

HOMO-LUMO gap: 8.33 eV
highest occupied orbital energy: -8.72 eV
E_LUMO: -0.39 eV

Verdict on stability: entry Q comes out on top.

Entry P
The following is a DFT calculation (ωB97M-V/def2-TZVPD) of a single C3H7N3 molecule.

Each line ends with the Mulliken charge.
Element x y z (Å)
1 C 2.56 -0.26 0.09  0.287
2 C -0.64 -1.32 0.35  -0.791
3 C 0.75 1.45 0.09  -0.846
4 N 3.64 -0.53 0.33  -0.415
5 N 0.35 -0.90 -0.63  -0.495
6 N 1.19 0.11 -0.20  0.184
7 H -0.11 -1.61 1.26  0.285
8 H -1.38 -0.55 0.59  0.289
9 H -1.15 -2.20 -0.04  0.340
10 H 0.14 1.50 1.00  0.283
11 H 1.62 2.09 0.21  0.349
12 H 0.15 1.83 -0.75  0.283
13 H -0.09 -0.64 -1.51  0.246

HOMO-LUMO gap: 10.16 eV
highest occupied orbital energy: -9.38 eV
E_LUMO: 0.78 eV

Entry Q
The following is a DFT calculation (ωB97M-V/def2-TZVPD) of a single C3H7N3 molecule.

Each line ends with the Mulliken charge.
Element x y z (Å)
1 C 1.13 0.81 -0.08  0.038
2 C -0.42 -1.77 0.22  -0.584
3 C -1.72 -1.01 0.50  -0.385
4 H 1.44 2.67 -0.32  0.178
5 H 1.62 -0.11 -0.28  0.351
6 H -0.84 1.30 -0.29  0.251
7 H -0.02 -2.46 -0.60  0.287
8 H 0.23 -1.69 1.09  0.301
9 H -2.58 -1.24 -0.20  0.263
10 H -1.65 -0.81 1.51  0.384
11 N 1.99 1.76 -0.31  -0.598
12 N -0.15 0.68 0.01  -0.138
13 N -0.71 -0.41 -0.38  -0.348

HOMO-LUMO gap: 9.17 eV
highest occupied orbital energy: -8.18 eV
E_LUMO: 0.99 eV

Entry R
The following is a DFT calculation (ωB97M-V/def2-TZVPD) of a single C3H7N3 molecule.

Each line ends with the Mulliken charge.
Element x y z (Å)
1 C 0.87 0.15 -0.07  0.763
2 N 1.35 -1.17 0.11  -0.495
3 N 1.85 1.15 0.14  -0.608
4 N -2.82 -0.24 0.00  -0.323
5 C -0.49 0.46 0.11  -0.212
6 C -1.62 0.01 0.53  -0.491
7 H 0.21 0.32 -1.19  -0.024
8 H 0.74 -1.71 0.71  0.231
9 H 2.64 1.08 -0.50  0.222
10 H 2.31 -1.22 0.41  0.253
11 H 1.46 2.08 0.15  0.262
12 H -3.55 -0.60 0.60  0.226
13 H -2.96 -0.32 -1.00  0.195

HOMO-LUMO gap: 8.75 eV
highest occupied orbital energy: -7.74 eV
E_LUMO: 1.01 eV

Verdict on stability: entry P comes out on top.

Entry P
The following is a DFT calculation (ωB97M-V/def2-TZVPD) of a single C6H7NO3 molecule.

Each line ends with the Mulliken charge.
Element x y z (Å)
1 C 0.60 1.54 -0.38  0.594
2 C 2.56 -0.24 -0.37  0.355
3 C 1.54 -1.14 0.37  -0.242
4 C -0.83 0.02 0.56  0.214
5 C -0.66 1.68 0.15  -0.132
6 C -1.52 -0.65 -0.63  -1.275
7 N 1.70 0.95 -0.60  -0.498
8 O 3.73 -0.27 -0.55  -0.493
9 O 0.41 -0.55 1.03  -0.443
10 O -1.71 2.58 0.00  -0.491
11 H 1.13 -1.87 -0.33  0.245
12 H 2.16 -1.70 1.09  0.311
13 H -1.39 -0.12 1.48  0.406
14 H -1.37 -0.34 -1.62  0.345
15 H -2.65 -0.64 -0.40  0.333
16 H -1.38 -1.73 -0.58  0.417
17 H -2.32 2.49 0.79  0.356

HOMO-LUMO gap: 8.03 eV
highest occupied orbital energy: -7.91 eV
E_LUMO: 0.12 eV

Entry Q
The following is a DFT calculation (ωB97M-V/def2-TZVPD) of a single C6H7NO3 molecule.

Each line ends with the Mulliken charge.
Element x y z (Å)
1 C 2.11 0.23 -0.27  -0.862
2 C 0.64 0.54 -0.02  0.663
3 C 0.03 1.65 0.16  -0.252
4 C -1.56 0.09 -0.34  -0.048
5 C -0.30 -0.68 -0.32  -0.484
6 C -2.95 -0.13 0.10  0.658
7 H 2.75 -0.41 1.56  0.273
8 H 2.00 -1.67 0.40  0.268
9 H 2.37 0.01 -1.41  0.232
10 H 2.84 1.06 -0.02  0.385
11 H 0.61 2.66 -0.19  0.225
12 H -0.08 -1.64 -0.83  0.337
13 H -2.89 -2.11 0.10  0.377
14 N 2.75 -0.78 0.61  -0.566
15 O -1.25 1.41 -0.04  -0.183
16 O -3.51 -1.28 0.07  -0.452
17 O -3.56 1.03 0.43  -0.571

HOMO-LUMO gap: 9.01 eV
highest occupied orbital energy: -9.46 eV
E_LUMO: -0.45 eV

Verdict on stability: entry Q comes out on top.

Entry P
The following is a DFT calculation (ωB97M-V/def2-TZVPD) of a single C3H8FNO molecule.

Each line ends with the Mulliken charge.
Element x y z (Å)
1 C -0.02 -0.40 0.27  0.513
2 C 1.02 0.63 -0.12  -0.784
3 C -1.11 0.23 1.12  -0.507
4 H 0.04 -1.69 -1.31  0.250
5 H -1.16 -0.53 -1.38  0.199
6 H 0.51 -1.15 0.89  0.234
7 H 1.50 0.98 0.81  0.311
8 H 0.52 1.50 -0.55  0.322
9 H 1.67 0.08 -1.82  0.333
10 H -0.72 0.72 2.04  0.313
11 H -1.85 -0.57 1.41  0.283
12 N -0.62 -1.09 -0.80  -0.646
13 O 2.02 0.09 -0.94  -0.515
14 F -1.80 1.19 0.39  -0.304

HOMO-LUMO gap: 10.21 eV
highest occupied orbital energy: -9.34 eV
E_LUMO: 0.88 eV

Entry Q
The following is a DFT calculation (ωB97M-V/def2-TZVPD) of a molecular structure, C3H8FNO.

Each line ends with the Mulliken charge.
Element x y z (Å)
1 C -1.09 0.31 0.30  -0.428
2 C 0.31 0.17 -0.22  0.018
3 C 0.59 -0.96 -1.24  -0.219
4 H -1.47 1.08 2.46  0.274
5 H 0.16 0.70 1.90  0.261
6 H -1.78 -0.85 0.54  0.250
7 H -1.76 0.88 -0.51  0.240
8 H 0.38 1.13 -0.68  0.291
9 H 0.30 -1.88 -0.49  0.182
10 H -0.23 -0.84 -1.87  0.336
11 H 2.27 0.03 -0.71  0.401
12 N -0.72 1.13 1.47  -0.668
13 O 1.83 -1.02 -1.63  -0.570
14 F 1.21 0.12 0.68  -0.367

HOMO-LUMO gap: 9.66 eV
highest occupied orbital energy: -9.57 eV
E_LUMO: 0.08 eV

Verdict on stability: entry P comes out on top.